# 1
Here is a 3-piece molecular cluster, C21H52B2ClN3O12PS overall in a non-equilibrium geometry from OMol25. Energies are from ωB97M-V with the def2-TZVPD basis set.

Geometry as XYZ:
```
93
Properties=species:S:1:pos:R:3:mulliken_charge:R:1
C -0.49958 -1.21373 4.86677 -1.158
C -1.76772 -1.09673 3.90235 -0.248
O -1.23114 -0.69083 2.63127 0.298
C -2.13717 -0.28267 1.64380 -1.624
S -3.90162 -0.86312 2.00472 -0.191
N -2.27330 1.21213 1.44974 -0.353
Cl -2.59541 2.05266 2.95623 0.121
C -1.11311 1.85005 0.70226 0.117
O -0.06620 1.79638 1.62055 0.615
C 1.08868 2.56315 1.34042 -0.606
C 2.00691 2.50214 2.63922 0.028
C 1.06312 2.50658 3.89346 -0.729
O 2.71120 3.75761 2.64426 -0.567
P -1.70476 3.64927 0.43726 0.671
O -3.19952 3.76014 0.29162 -0.704
O -1.25100 4.60848 1.73700 -0.407
O -0.96700 4.35784 -0.88820 -0.523
C -0.91466 1.06482 -0.65338 -0.859
O 0.29752 1.43434 -1.32474 -0.530
B -2.06415 1.37911 -1.79738 1.064
O -3.44954 1.47671 -1.51820 -0.784
C -1.64062 1.54703 -3.35149 0.024
C -2.80834 1.19544 -4.35661 -1.198
O -0.81160 -0.33848 -0.56596 -0.479
C -1.72259 -1.03500 0.28662 1.253
N -2.88056 -1.64213 -0.41627 -0.557
B -0.86651 -2.36184 0.79861 0.880
O -1.65870 -3.49388 1.19749 -0.473
N 0.60864 -2.38984 0.81783 -0.117
C 0.99983 -2.89604 -0.55021 -0.961
C 0.96491 -3.48756 1.78587 -0.964
H 0.40445 -1.34988 4.23403 0.296
H -0.60381 -2.15426 5.46734 0.353
H -0.43803 -0.37427 5.58894 0.304
H -2.20312 -2.12937 3.90085 0.352
H -2.43972 -0.36709 4.39401 0.345
H -4.71154 0.24655 1.90405 0.217
H -3.16320 1.33706 0.92324 1.017
H 1.74292 2.15793 0.52335 0.168
H 0.96520 3.65147 1.13104 0.337
H 2.73091 1.66072 2.60580 0.426
H 1.59366 2.94377 4.77571 0.462
H 0.78146 1.46319 4.16131 -0.005
H 0.17986 3.17036 3.72153 0.091
H 3.49175 3.67929 3.20198 0.357
H -1.46516 5.53002 1.52253 0.360
H -1.68342 4.44374 -1.54183 0.368
H 0.46347 2.38023 -1.20126 0.431
H -3.96732 0.78209 -1.94007 0.299
H -0.78178 0.87891 -3.61649 0.226
H -1.34504 2.62865 -3.46711 0.000
H -3.32971 0.28274 -3.95579 0.356
H -3.53542 2.01895 -4.52299 0.291
H -2.34181 0.85618 -5.31479 0.318
H -2.46356 -2.13633 -1.20927 0.405
H -3.49270 -0.92805 -0.81034 0.208
H -1.96645 -3.33851 2.09876 0.344
H 1.60500 -2.11396 -1.06193 0.276
H 1.50004 -3.88580 -0.52227 0.344
H 0.07665 -3.03520 -1.18766 0.234
H 0.41229 -3.35887 2.74848 0.167
H 0.70851 -4.50419 1.40553 0.391
H 2.05599 -3.42426 2.01706 0.182
C 1.10595 4.06457 -5.87813 -1.063
C 0.05492 3.42804 -6.77128 -0.295
O -1.16018 4.15602 -6.82011 -0.376
C -1.07818 5.47645 -7.33584 -0.325
C -0.60113 5.53504 -8.77656 -1.039
H 0.69619 4.26888 -4.88594 0.201
H 1.96767 3.40282 -5.77270 0.404
H 1.46190 5.01226 -6.28652 0.334
H -0.19560 2.44269 -6.37161 0.252
H 0.44496 3.26525 -7.78099 0.362
H -0.45324 6.10089 -6.68848 0.302
H -2.08865 5.88529 -7.28137 0.312
H 0.44173 5.22341 -8.86639 0.259
H -0.67979 6.55329 -9.16111 0.390
H -1.19756 4.87171 -9.40550 0.292
C 4.09923 -6.40413 2.04569 -1.023
C 4.16801 -5.49239 3.25847 -0.437
O 2.96798 -5.46356 4.01371 -0.381
C 2.55299 -6.69585 4.58339 -0.309
C 3.54943 -7.27013 5.57544 -1.073
H 3.22382 -6.16895 1.43599 0.226
H 4.99489 -6.29022 1.43248 0.403
H 4.02469 -7.45432 2.33430 0.292
H 4.33860 -4.46794 2.92018 0.364
H 5.01607 -5.75463 3.89894 0.398
H 2.31864 -7.42032 3.79642 0.313
H 1.61639 -6.48788 5.10432 0.311
H 4.47186 -7.58229 5.08139 0.263
H 3.12657 -8.14297 6.07583 0.397
H 3.81545 -6.52486 6.32734 0.291
```

Calculated values
Highest occupied orbital energy, Ha: -0.417
HOMO-LUMO gap, eV: 7.28
Net charge: +1


# 2
Here is C21H52Cl2DyOP2Si as an isolated structure in a non-equilibrium geometry from OMol25. Energies are from ωB97M-V with the def2-TZVPD basis set.

Geometry as XYZ:
```
80
Properties=species:S:1:pos:R:3:lowdin_spin:R:1
Dy -0.76138 0.08245 -0.03205 5.025
Cl -1.30114 2.17399 -1.19231 -0.012
P -1.00899 1.34757 1.96258 -0.003
C -2.49878 2.50992 1.93702 0.004
C -1.16263 0.48396 3.60930 0.000
C 0.42798 2.54956 2.04804 0.000
C -3.71509 1.95407 1.20839 0.003
H -2.12519 3.34432 1.34233 0.000
C -2.92215 3.03544 3.30613 0.001
H -3.52872 2.30896 3.84232 0.000
H -3.53866 3.92411 3.16805 0.000
H -2.09448 3.31503 3.94879 0.000
H -3.61310 2.05283 0.13470 0.000
H -4.59993 2.51458 1.51391 0.000
H -3.89350 0.90700 1.44202 0.001
H 0.24735 3.11047 1.12852 0.000
C 1.79384 1.88507 1.91566 0.001
C 0.42205 3.52533 3.21452 0.000
H -0.32351 4.30642 3.10143 0.000
H 1.39386 4.01627 3.27922 0.000
H 0.25396 3.02360 4.16719 0.000
H 1.72564 0.87695 1.51655 0.000
H 2.31696 1.83935 2.86675 0.000
H 2.41227 2.46942 1.23437 0.000
C -2.32422 -0.50345 3.57771 0.001
H -1.41322 1.27587 4.31547 0.000
C 0.12081 -0.17542 4.09640 0.000
H -3.29113 -0.00917 3.55222 0.000
H -2.29765 -1.12243 4.47531 0.000
H -2.25844 -1.15727 2.71472 0.001
H 0.61189 -0.74220 3.31340 0.000
H -0.11890 -0.86711 4.90526 0.000
H 0.82368 0.55095 4.49217 0.000
Cl -0.25750 -1.89913 1.06385 -0.004
H -2.38636 0.03459 -0.13809 -0.001
P -0.59726 -0.85798 -2.20731 -0.010
C 0.39911 0.20335 -3.41263 0.000
C 0.11676 -2.56605 -2.43965 -0.004
C -2.31071 -0.81679 -2.96790 0.003
C 1.57227 0.94007 -2.77959 0.000
H -0.33022 0.95955 -3.70505 0.000
C 0.87506 -0.52814 -4.66506 0.000
H 1.76850 -1.11692 -4.46898 0.000
H 1.14029 0.20816 -5.42428 0.000
H 0.13277 -1.18722 -5.10218 0.000
H 1.23907 1.78767 -2.19329 0.000
H 2.22447 1.31544 -3.56979 0.000
H 2.16997 0.29402 -2.14059 0.000
H -2.48433 0.26138 -2.96023 0.000
C -3.38576 -1.45774 -2.09709 0.003
C -2.42742 -1.31076 -4.40165 0.000
H -1.98500 -0.62540 -5.11804 0.000
H -3.48149 -1.41029 -4.66318 0.000
H -1.97209 -2.29152 -4.53639 0.000
H -3.02550 -1.69265 -1.09949 0.002
H -3.77584 -2.36961 -2.54036 0.000
H -4.22158 -0.76613 -1.99235 0.000
C 1.52472 -2.62914 -1.85720 0.000
H 0.19363 -2.69088 -3.52001 -0.001
C -0.76084 -3.69246 -1.91032 0.000
H 2.27403 -2.22873 -2.53415 0.000
H 1.78739 -3.66867 -1.65738 0.000
H 1.58705 -2.07959 -0.92406 0.000
H -1.03598 -3.54407 -0.87202 0.000
H -0.21155 -4.63254 -1.97599 0.000
H -1.66727 -3.80794 -2.49618 0.000
C 4.26168 0.43250 1.33814 0.000
Si 3.16154 -0.58814 0.19462 0.000
C 4.34730 -0.64670 -1.27584 0.000
C 3.18820 -2.23644 1.11739 0.000
O 1.53499 -0.08808 -0.16711 -0.010
H 5.26126 -0.04707 1.37588 0.000
H 3.89181 0.41769 2.37934 0.000
H 4.40189 1.46099 0.94966 0.000
H 5.34462 -0.96447 -0.90883 0.000
H 4.07382 -1.34820 -2.07189 0.000
H 4.45123 0.37001 -1.70762 0.000
H 2.61772 -2.12797 2.06239 0.000
H 2.77632 -3.08820 0.54715 0.000
H 4.23976 -2.48628 1.36728 0.000
```

Calculated values
Highest occupied orbital energy (spin up / spin down), Ha: -0.159 / -0.145
HOMO-LUMO gap (spin up / spin down), eV: 7.10 / 6.70
<S²>: 9.3197
Net charge: -1
2S+1: 6


# 3
Here is a 6-piece molecular cluster, C21H53BINO25P6 overall in a non-equilibrium geometry from OMol25. Energies are from ωB97M-V with the def2-TZVPD basis set.

Geometry as XYZ:
```
108
Properties=species:S:1:pos:R:3:mulliken_charge:R:1
C 5.90611 -1.47949 4.29544 -0.947
N 5.85400 -2.24175 3.03940 0.049
C 6.41415 -3.59334 3.12932 -0.920
B 4.63463 -2.09699 2.32848 0.543
O 4.73924 -2.22262 0.95643 -0.698
C 3.11518 -1.99455 2.79356 0.542
C 2.30479 -2.96187 3.23761 0.364
P 2.57497 -4.71210 3.72940 -0.173
O 3.71058 -5.38768 2.78105 -0.381
I 3.71805 -4.25731 5.85154 -0.113
C 0.92919 -2.40440 3.07153 0.005
O 0.08454 -2.99483 2.46792 -0.488
O 0.94850 -1.02046 3.10894 -0.223
C 2.31892 -0.74502 2.93076 0.438
O 2.76606 0.23889 3.45596 -0.449
H 5.87332 -0.41889 4.09160 0.278
H 5.14313 -1.78553 5.00491 0.231
H 6.86939 -1.66580 4.75792 0.368
H 6.33311 -3.96954 4.14043 0.304
H 5.92038 -4.25188 2.42968 0.335
H 7.45604 -3.59840 2.82091 0.281
H 4.00880 -1.72600 0.58082 0.329
H 3.27716 -5.56092 1.93280 0.335
C 2.24971 -4.30585 -0.62889 -0.370
O 3.17876 -4.97854 -1.49883 -0.037
P 2.61257 -5.96764 -2.68633 0.784
O 2.75162 -7.33425 -2.17123 -0.702
O 3.76991 -5.51481 -3.70751 -0.340
C 5.10330 -5.96596 -3.47225 -0.671
O 1.49431 -6.03774 -3.84422 -0.337
C 0.67181 -4.85964 -4.09866 -0.638
H 2.82854 -3.73072 0.09201 -0.204
H 1.61385 -3.62090 -1.19128 0.417
H 1.62519 -5.03164 -0.09695 0.353
H 5.11235 -6.91107 -2.93074 0.338
H 5.65934 -5.21487 -2.90928 0.228
H 5.57789 -6.10392 -4.44099 0.234
H 1.29456 -4.00255 -4.35634 0.330
H 0.06290 -4.61920 -3.22818 0.278
H 0.01506 -5.08411 -4.93210 0.338
C -0.66588 1.57207 -2.99095 -0.738
O -1.50470 0.57764 -3.63793 -0.339
P -1.76049 -0.84684 -2.87894 0.896
O -0.83936 -1.81101 -3.49879 -0.531
O -3.27601 -0.93599 -3.43512 -0.287
C -3.48021 -1.20126 -4.82196 -0.680
O -2.20622 -1.53186 -1.47289 -0.237
C -2.63480 -0.69170 -0.36621 -0.719
H -0.59297 2.43298 -3.64856 0.280
H -1.10798 1.89047 -2.04711 0.349
H 0.33375 1.17046 -2.81455 0.298
H -2.64806 -1.76282 -5.24510 0.299
H -3.60571 -0.26555 -5.36802 0.257
H -4.39150 -1.78835 -4.91357 0.220
H -3.49601 -0.08984 -0.66422 0.294
H -1.82482 -0.04070 -0.03622 0.326
H -2.91992 -1.33976 0.45685 0.285
C 0.76468 2.30063 4.07770 -0.629
O 0.32416 3.60975 3.63066 -0.374
P -1.10880 3.70581 2.85377 1.079
O -0.80122 3.75370 1.41959 -0.648
O -1.48215 5.13363 3.50129 -0.356
C -0.78383 6.29100 3.04548 -0.681
O -2.62985 3.16150 2.96149 -0.268
C -3.02613 2.44719 4.15948 -0.325
H 1.73724 2.41141 4.54193 0.297
H 0.06748 1.89142 4.81150 0.283
H 0.84684 1.62629 3.23326 0.299
H -0.43146 6.16399 2.02259 0.307
H 0.06226 6.50061 3.70147 0.248
H -1.47666 7.12866 3.08427 0.231
H -2.89323 3.07234 5.04557 0.309
H -2.45402 1.52545 4.26834 0.209
H -4.07387 2.19317 4.05996 0.018
C -8.91463 -2.51055 3.02299 -0.730
O -8.38785 -1.17298 3.17729 -0.337
P -6.83888 -0.88307 2.72389 0.917
O -6.03919 -0.90874 3.95287 -0.686
O -7.16185 0.60197 2.19323 -0.294
C -7.42898 1.63135 3.14710 -0.701
O -5.80084 -1.18444 1.51018 -0.052
C -6.36597 -1.80897 0.32352 -0.612
H -9.93353 -2.50988 3.39709 0.238
H -8.92839 -2.80565 1.97318 0.309
H -8.32209 -3.22374 3.59960 0.345
H -6.94103 1.42649 4.09844 0.334
H -8.50409 1.72933 3.30083 0.257
H -7.04411 2.56314 2.73962 0.237
H -7.16535 -1.18818 -0.08651 0.331
H -6.75345 -2.79747 0.57500 0.294
H -5.58087 -1.91286 -0.41923 0.157
C 1.34113 8.19061 -5.81688 -0.739
O 1.63111 7.51230 -4.57541 -0.287
P 1.83660 5.86323 -4.58844 1.028
O 0.54103 5.38160 -4.06756 -0.614
O 2.97590 6.01499 -3.45048 -0.341
C 2.59378 6.46817 -2.15130 -0.685
O 2.53619 4.46940 -5.10622 -0.261
C 3.50932 4.51875 -6.17776 -0.686
H 1.21759 9.24654 -5.59637 0.233
H 2.16225 8.07632 -6.52555 0.320
H 0.41776 7.80690 -6.25635 0.333
H 1.55607 6.21792 -1.93443 0.371
H 2.73494 7.54645 -2.07307 0.243
H 3.24042 5.97407 -1.43007 0.232
H 4.35381 5.15583 -5.90663 0.305
H 3.05257 4.88290 -7.09944 0.310
H 3.86814 3.50774 -6.34285 0.245
```

Calculated values
Highest occupied orbital energy, Ha: -0.336
SMILES: CN(C)B(O)C1=C(P(O)I)C(=O)OC1=O.COP(=O)(OC)OC.COP(=O)(OC)OC.COP(=O)(OC)OC.COP(=O)(OC)OC.COP(=O)(OC)OC
HOMO-LUMO gap, eV: 7.57